Version A
The following is a quantum chemistry calculation of the molecule C21H30N2O4, from the OMol25 dataset.

```
57
Properties=species:S:1:pos:R:3
H 3.758 -1.905 0.855
C 1.360 -0.783 0.797
H 0.600 2.053 -2.662
C -5.984 -0.658 0.713
H 0.548 -0.056 0.645
H -5.767 -1.090 -0.261
H -0.770 -1.861 -2.827
C 1.163 2.180 -0.559
H 1.136 -1.349 1.703
H 3.500 -1.310 2.498
H -4.155 0.307 -1.421
H -2.196 -1.365 2.194
H -6.949 -0.161 0.673
C 1.761 -1.002 -1.540
H 3.295 0.326 -2.279
H 5.122 0.661 1.593
H 2.547 0.741 1.741
C -4.907 0.344 1.113
H 0.483 -3.290 -1.227
C 3.763 -1.015 1.482
O 0.447 2.391 0.573
H 3.125 2.370 -1.335
C -0.853 2.514 0.223
N 1.454 -1.714 -0.312
C 2.645 1.983 -0.431
C -1.002 -1.836 -0.704
H -2.146 1.789 1.756
H 2.987 2.577 0.424
C 0.325 2.181 -1.635
H 3.894 -0.982 -1.244
H 6.589 -0.215 0.140
O 5.803 -0.758 0.247
H -5.116 0.741 2.111
N 3.132 0.631 -0.234
C 2.690 -0.034 0.979
O -1.499 -1.731 1.632
C 0.285 -2.576 -0.423
C -2.495 -0.744 -2.252
C -1.372 -1.505 -2.004
C 5.174 -0.428 1.469
H 1.861 -1.733 -2.347
H -6.032 -1.464 1.442
H 0.192 -3.118 0.521
O -3.630 -0.247 1.235
C -2.950 -0.627 0.093
H -1.888 2.448 -1.695
C -0.981 2.393 -1.128
C -1.854 2.736 1.301
H -2.741 3.211 0.890
H -2.766 -0.492 -3.267
C 3.089 -0.254 -1.378
H -4.874 1.184 0.409
H -1.431 3.370 2.077
H 0.964 -0.290 -1.808
C -3.286 -0.294 -1.206
H 5.759 -0.846 2.303
C -1.805 -1.400 0.345
```

Results
M	374.48	Da
net charge	0

Version B
The following is a quantum chemistry calculation of the molecule C21H30N2O4, from the OMol25 dataset.

```
57
Properties=species:S:1:pos:R:3
H 4.540 -2.976 -2.239
O -1.144 2.613 2.129
C -2.381 2.074 -1.196
H 3.102 -1.972 -2.098
C 4.232 -0.187 -0.512
H -5.193 1.172 1.323
H -2.335 -0.044 -0.804
H 5.543 -2.251 1.935
N -2.286 2.478 0.187
H -4.206 3.242 0.376
C -1.143 2.499 0.916
H -6.409 -2.591 1.116
C 3.884 -2.673 -0.205
H -5.789 -4.238 1.286
H -5.054 1.312 -1.145
C -4.217 1.127 0.840
H 2.983 -3.719 -1.867
O 4.804 0.438 -1.376
C 0.994 1.354 0.391
H 6.233 -0.094 2.931
C 3.609 -2.846 -1.694
O -6.039 -1.010 -1.110
H -0.132 4.266 -0.901
H 6.962 -0.281 1.334
H 5.752 -1.640 -0.442
H 2.051 4.127 -2.047
N 3.030 0.167 0.028
H 0.697 0.589 1.095
H -5.155 -3.227 -0.916
C 1.749 3.344 -1.367
C 0.522 3.424 -0.731
C -4.964 -0.742 -0.640
C -3.562 2.507 0.870
C 0.139 2.416 0.148
C -2.993 0.674 -1.296
H -3.018 2.793 -1.724
H -3.591 0.420 1.388
C -5.508 -3.192 1.215
H -3.707 -3.592 0.072
H 5.576 0.783 1.548
C -4.612 -2.985 0.003
C -4.364 0.651 -0.611
H 2.936 -2.559 0.329
H -1.392 2.082 -1.653
C 2.598 2.275 -1.146
C 4.802 -1.476 0.076
C 6.022 -0.157 1.866
C 5.087 -1.325 1.577
O -4.148 -1.636 -0.077
H 4.154 -1.189 2.130
H -4.987 -2.901 2.124
C 2.225 1.270 -0.258
H -3.377 2.821 1.899
H 2.655 -0.446 0.738
H 4.365 -3.575 0.181
H -3.091 0.393 -2.346
H 3.549 2.215 -1.648
```

Results
M	374.48	Da
net charge	0

The energy of each structure relative to the most stable one, in kcal/mol, is as follows: version A 71.0; version B 0.0.